Computed, not measured: 10 unconnected molecules or ions with the total composition C43H106N14O10 in a non-equilibrium geometry, with wB97M-V/def2-TZVPD.

Structure (XYZ):
```
173
Properties=species:S:1:pos:R:3:forces:R:3:mulliken_spin:R:1
C -6.034 -0.531 4.246 -1.303 0.628 0.280 0.08
C -4.547 -0.454 4.057 1.335 1.765 1.028 -0.03
C -4.037 0.984 4.487 -0.927 0.721 -2.230 0.03
C -3.959 1.453 5.901 -0.052 -0.799 0.156 -0.02
C -3.200 0.413 6.656 0.673 -0.275 -0.346 0.04
C -3.762 -1.071 6.498 1.319 2.234 0.474 0.00
N -3.918 -1.382 5.041 -2.503 -0.715 0.657 0.69
O -4.374 -2.702 4.889 1.286 2.069 -0.514 0.11
C -2.801 -2.046 7.134 0.505 -1.111 0.784 0.03
C -5.092 -1.134 7.203 -1.464 0.284 0.140 0.07
C -4.062 -0.849 2.668 0.649 -0.714 0.402 0.05
H -6.527 -0.057 3.396 0.145 -0.482 -0.398 0.00
H -6.324 0.161 5.036 -0.009 -0.407 0.378 0.00
H -6.426 -1.529 4.441 -0.025 0.141 -0.234 0.00
H -3.116 1.172 3.935 0.338 -0.127 0.314 -0.02
H -4.719 1.734 4.086 -0.308 -0.387 -0.953 0.00
H -4.927 1.688 6.344 -0.175 -0.163 -0.081 0.00
H -3.403 2.391 5.907 0.053 -0.003 0.031 0.00
H -3.096 0.830 7.658 -0.010 -1.175 0.539 0.00
H -2.205 0.434 6.213 0.397 -0.232 0.205 -0.03
H -2.342 -1.601 8.016 0.135 0.366 -0.250 0.00
H -3.262 -2.931 7.572 -0.519 -0.070 -0.325 0.00
H -1.994 -2.431 6.511 0.066 0.409 -0.222 0.00
H -5.733 -0.264 7.064 0.259 0.126 -0.379 0.00
H -5.704 -1.981 6.890 0.251 -0.264 0.432 0.00
H -4.894 -1.096 8.274 0.107 -0.556 -0.005 0.00
H -4.112 -1.937 2.664 -0.173 -0.017 -0.632 0.00
H -3.007 -0.591 2.570 0.047 0.096 -0.084 0.00
H -4.596 -0.432 1.814 -0.245 0.059 0.398 0.00
H -3.520 -3.117 5.026 0.279 -1.403 0.360 0.00
C 0.868 -1.484 5.891 0.308 1.347 -1.483 0.00
C 1.142 -0.044 5.206 2.784 -2.676 0.006 0.00
C 0.411 -0.020 3.906 -1.786 1.333 -0.676 -0.03
C 0.273 1.382 3.304 0.845 0.787 0.090 0.00
C -0.115 2.491 4.323 0.367 -1.306 0.378 0.00
C 0.700 2.363 5.675 -2.689 0.763 -0.051 0.00
N 0.698 0.967 6.103 -0.638 0.677 -0.554 0.00
O 1.494 0.903 7.268 -0.353 -0.321 0.441 0.00
C 2.009 3.006 5.390 0.984 -0.066 0.918 0.00
C -0.102 3.131 6.876 0.378 0.149 -0.941 0.00
C 2.695 -0.064 4.853 -0.099 -0.235 0.596 0.00
H 1.294 -2.221 5.210 -0.064 -0.114 -0.010 0.00
H -0.214 -1.606 5.847 -0.006 -0.130 0.589 0.00
H 1.343 -1.642 6.859 -0.342 0.325 0.017 0.00
H 0.792 -0.681 3.128 0.291 -0.245 0.358 0.00
H -0.623 -0.293 4.112 -0.418 -0.548 0.072 0.03
H -0.373 1.398 2.426 -0.411 -0.115 0.128 0.00
H 1.216 1.687 2.849 0.334 -0.081 0.133 0.00
H -1.182 2.442 4.542 -0.169 0.097 -0.012 0.00
H 0.143 3.440 3.852 -0.383 0.106 0.207 0.00
H 2.622 2.473 4.663 -0.555 0.462 -0.617 0.00
H 1.660 4.005 5.129 1.170 0.225 -0.185 0.00
H 2.679 2.972 6.249 -0.242 0.560 0.349 0.00
H 0.214 2.760 7.852 -0.201 -0.019 -0.138 0.00
H -0.044 4.215 6.967 1.185 0.228 -0.489 0.00
H -1.187 3.142 6.775 -0.234 -1.200 -0.142 0.00
H 2.918 -1.083 4.536 0.080 0.058 -0.181 0.00
H 3.339 0.114 5.714 -0.252 0.022 0.259 0.00
H 3.079 0.604 4.081 -0.548 0.074 -0.178 0.00
H 0.744 0.887 7.866 0.576 -0.187 0.921 0.00
C 2.862 0.803 -3.084 0.538 0.666 -0.674 0.00
C 4.282 1.399 -2.744 -1.245 -3.231 0.836 0.00
C 4.300 1.330 -1.182 -0.370 0.548 0.137 0.00
C 5.627 1.398 -0.485 -1.288 0.242 0.610 0.00
C 6.557 0.399 -1.047 2.007 0.899 -0.926 0.00
C 6.670 0.478 -2.669 0.694 -1.760 0.515 0.00
N 5.309 0.428 -3.214 -1.170 -0.661 1.362 0.00
O 5.238 0.287 -4.614 0.691 0.620 -0.309 0.00
C 7.445 1.716 -3.056 1.025 0.614 1.416 0.00
C 7.491 -0.819 -3.108 -1.484 0.560 -0.030 0.00
C 4.302 2.735 -3.359 0.946 2.154 -0.584 0.00
H 2.589 0.875 -4.137 0.404 0.109 -0.334 0.00
H 2.154 1.496 -2.630 -0.285 -0.381 0.414 0.00
H 2.707 -0.246 -2.833 0.481 0.118 0.539 0.00
H 3.744 2.161 -0.749 -0.611 0.079 -0.414 0.00
H 3.806 0.426 -0.824 -0.188 -0.137 -0.458 0.00
H 5.451 1.126 0.555 -0.099 0.029 0.233 0.00
H 5.919 2.446 -0.407 0.782 -0.032 -0.502 0.00
H 6.498 -0.551 -0.514 -1.032 -0.676 -1.044 0.00
H 7.498 0.667 -0.566 0.873 0.283 -0.829 0.00
H 7.635 2.018 -4.086 -0.606 -0.515 -0.156 0.00
H 7.064 2.562 -2.484 -0.141 0.299 -0.272 0.00
H 8.427 1.546 -2.614 0.343 0.157 -0.114 0.00
H 6.761 -1.628 -3.124 0.048 -0.196 0.004 0.00
H 7.900 -0.746 -4.116 0.022 0.202 0.065 0.00
H 8.273 -1.108 -2.407 0.016 0.405 0.055 0.00
H 4.244 3.507 -2.592 0.156 0.190 0.013 0.00
H 3.511 2.973 -4.070 -0.246 -0.418 0.067 0.00
H 5.220 2.881 -3.929 0.069 0.149 0.130 0.00
H 4.567 -0.387 -4.746 0.041 -0.228 0.044 0.00
C -3.616 -0.960 -2.859 -0.622 0.432 -0.783 0.00
C -4.606 -1.410 -1.717 1.740 0.006 -1.516 0.00
C -5.823 -2.224 -2.344 0.987 1.320 1.807 0.00
O -6.711 -2.368 -1.252 -1.703 -0.896 0.016 0.00
C -7.921 -3.189 -1.541 1.832 1.018 0.635 0.00
N -3.638 -2.153 -0.911 -0.415 -0.998 0.323 0.00
H -3.136 -1.826 -3.317 -0.316 -0.419 -0.005 0.00
H -2.745 -0.350 -2.619 -0.196 0.180 0.980 0.00
H -4.044 -0.393 -3.686 -0.530 -0.089 -0.017 0.00
H -4.883 -0.573 -1.077 -0.786 0.157 -0.512 0.00
H -5.474 -3.188 -2.713 0.121 -0.162 -0.112 0.00
H -6.257 -1.642 -3.158 -0.173 0.020 -0.140 0.00
H -7.539 -4.177 -1.797 -0.465 -0.022 -0.614 0.00
H -8.536 -2.650 -2.262 0.103 -0.466 -0.380 0.00
H -8.509 -3.302 -0.631 0.295 0.271 0.147 0.00
H -3.356 -2.913 -1.514 0.907 -0.151 -0.042 0.00
H -4.026 -2.688 -0.147 -0.664 0.265 0.461 0.00
C -3.030 2.454 -0.349 -0.136 -0.169 -0.264 0.00
C -1.841 2.949 -1.237 -0.472 1.117 -0.465 0.00
C -1.827 4.459 -1.781 -0.678 -0.400 0.454 0.00
O -0.698 4.658 -2.570 1.942 -1.006 -0.102 0.00
C -0.303 5.921 -3.082 -0.046 -0.584 0.331 0.00
N -0.553 2.545 -0.649 -0.997 0.697 0.476 0.00
H -3.041 2.717 0.709 0.885 0.128 0.061 0.00
H -3.018 1.368 -0.443 0.343 -0.260 0.362 0.00
H -4.076 2.641 -0.594 0.127 0.711 -0.986 0.00
H -1.845 2.367 -2.159 -0.881 0.144 -0.435 0.00
H -1.814 5.277 -1.061 -0.524 -0.299 0.653 0.00
H -2.668 4.552 -2.469 -0.635 0.114 0.374 0.00
H -1.164 6.371 -3.578 0.240 0.491 -0.003 0.00
H 0.520 5.718 -3.767 -0.338 -0.137 -0.423 0.00
H 0.204 6.535 -2.338 -0.668 0.307 0.400 0.00
H 0.094 3.137 -1.149 0.744 -0.394 -0.049 0.00
H -0.504 1.597 -0.996 1.034 -0.202 0.184 0.00
C 2.869 -0.400 -7.567 -0.794 0.397 -0.157 0.00
C 2.615 -1.835 -7.161 0.038 0.537 0.011 0.00
C 1.504 -2.052 -6.160 -0.563 1.025 -0.050 0.00
O 0.315 -1.416 -6.685 0.882 -1.318 1.097 0.00
C -0.870 -1.931 -6.013 0.666 1.884 -1.664 0.00
N 2.343 -2.641 -8.294 0.507 -1.263 -1.242 0.00
H 1.979 0.084 -7.970 -0.421 -0.280 0.041 0.00
H 3.536 -0.390 -8.429 0.573 0.121 0.527 0.00
H 3.134 0.223 -6.712 0.636 0.040 -0.148 0.00
H 3.563 -2.258 -6.827 0.082 0.182 0.759 0.00
H 1.765 -1.657 -5.178 -0.167 0.364 0.367 0.00
H 1.289 -3.112 -6.024 0.183 -0.314 -0.106 0.00
H -0.650 -2.128 -4.964 -0.410 -0.010 -0.027 0.00
H -1.312 -2.744 -6.590 0.282 -0.491 0.324 0.00
H -1.480 -1.054 -6.230 -0.825 -0.259 1.022 0.00
H 2.318 -3.552 -7.860 -0.352 -0.628 -1.002 0.00
H 1.485 -2.456 -8.794 -0.210 0.135 0.313 0.00
C -0.020 2.005 -5.049 1.322 1.968 -0.380 0.00
O -0.155 1.047 -4.353 -1.315 -2.291 3.005 0.00
N 0.453 1.879 -6.240 1.318 -3.102 -4.717 0.00
N -0.033 3.284 -4.786 -1.283 3.005 2.542 0.00
H 0.707 0.904 -6.300 0.246 -0.057 -1.572 0.00
H 0.712 2.604 -6.893 0.049 -0.536 0.310 0.00
H -0.275 3.576 -3.850 -0.230 0.521 -0.144 0.00
H 0.074 3.946 -5.541 -0.107 -0.117 0.577 0.00
C 3.513 -3.691 0.657 2.225 -1.021 -0.916 0.00
O 4.026 -4.789 0.536 -0.577 -1.001 -0.102 0.00
N 3.955 -2.636 -0.016 0.982 1.999 -1.231 0.00
N 2.551 -3.350 1.491 -1.928 -0.185 1.976 0.00
H 4.613 -2.733 -0.777 -0.049 0.021 0.474 0.00
H 3.555 -1.739 0.218 0.148 -0.015 -0.814 0.00
H 1.934 -4.096 1.776 0.075 0.551 0.345 0.00
H 2.370 -2.359 1.571 -0.866 -0.440 0.048 0.00
C -0.903 -4.312 -2.578 0.500 0.075 -0.087 0.00
O -1.854 -4.143 -1.893 -3.182 0.349 2.152 0.00
N -0.681 -5.285 -3.367 -1.674 -4.895 -2.621 0.00
N 0.111 -3.532 -2.679 4.133 5.076 1.610 0.00
H 0.191 -5.310 -3.877 -0.959 -0.957 -0.292 0.00
H -1.535 -5.822 -3.419 0.741 -1.064 -1.079 0.00
H 0.251 -3.027 -1.816 0.588 0.381 -0.337 0.00
H 0.941 -3.873 -3.143 0.002 0.439 0.453 0.00
C 0.593 -0.862 -0.522 -0.383 -0.216 3.390 0.00
O 1.717 -0.804 0.012 -1.360 0.215 0.076 0.00
N -0.614 -1.052 0.156 0.821 -0.090 1.136 0.00
N 0.389 -0.734 -1.788 0.064 0.579 -4.527 0.00
H -0.624 -1.022 1.166 0.356 -0.117 -0.279 0.00
H -1.529 -1.113 -0.266 0.040 -0.107 -0.449 0.00
H -0.431 -0.996 -2.315 -0.273 0.202 0.622 0.00
H 1.128 -0.439 -2.411 -0.007 -0.070 0.428 0.00
```
Positions in Å, forces in eV/Å.

Output
2S+1 = 2
Orbital gap (spin up / spin down) = 7.08 / 2.83 eV
DFT total energy = -3220.418576 Ha
LUMO level (spin up / spin down) = -0.08597 / -0.24224 Eh
Total charge = +1
Expectation value of S² = 0.75